No. 1
Density functional theory data (ωB97M-V/def2-TZVPD) for the ion C5H13N2 with charge +1 at a distorted geometry.

Results
LUMO energy	-3.60	eV
structure (SMILES)	C=C(N)C[C@@H](C)[NH3+]
net charge	+1
HOMO energy	-12.2	eV
DFT total energy	-8366.9284	eV

Each line ends with the Löwdin charge.
Cartesian coordinates (Å):
C 0.6045 1.1982 1.6946  -0.0030
C -0.2391 0.0731 1.5012  -0.3258
N -0.1016 -1.0729 2.3721  0.0834
C -1.0045 -0.1398 0.2573  -0.1221
C -0.0582 -0.5500 -0.9318  -0.2389
C -0.6550 -0.5321 -2.2972  -0.0409
N 1.0715 0.6868 -1.0147  0.1689
H 0.2311 2.2311 1.9198  0.1089
H 1.4807 0.9934 2.1946  0.0265
H -0.8984 -1.4594 2.9190  0.1274
H 0.8050 -1.0763 2.8817  0.1096
H -1.8737 -0.8589 0.3277  0.1517
H -1.5135 0.7513 -0.1737  0.1377
H 0.6683 -1.2905 -0.5608  0.1525
H -1.0066 0.5235 -2.5378  0.1267
H 0.1365 -0.7604 -3.0219  0.1050
H -1.3713 -1.2284 -2.3694  0.0524
H 1.9451 0.2881 -1.4989  0.1919
H 1.1616 0.8728 -0.0050  0.0471
H 0.6179 1.3507 -1.6566  0.1408

No. 2
Density functional theory data (ωB97M-V/def2-TZVPD) for a cluster of 2 separate species, C5H13N2 in total at a distorted geometry.

Results
LUMO energy	-4.21	eV
net charge	+1
HOMO energy	-12.9	eV
DFT total energy	-8368.6895	eV

Each line ends with the Löwdin charge.
Cartesian coordinates (Å):
N 0.5715 2.4296 0.4033  0.1966
C 0.2847 2.0357 -0.8323  -0.1644
N 1.2205 1.6215 -1.6684  0.1838
H 1.5146 2.4872 0.7105  0.1262
H -0.2229 2.4877 1.0801  0.1664
H -0.7746 1.9437 -1.1175  0.1538
H 1.0648 0.9600 -2.4294  0.1483
H 2.1577 1.4497 -1.2836  0.1482
C -1.6743 -0.6419 -0.4850  -0.1186
C -1.1001 -1.0575 0.8864  -0.2708
C 0.0157 -2.0290 0.7664  -0.2144
C 1.3012 -1.8720 1.0637  0.0028
H -2.2152 -1.4939 -1.0251  0.1092
H -2.2685 0.2727 -0.4916  0.0592
H -0.7600 -0.5039 -1.1133  0.0505
H -1.8884 -1.4561 1.5131  0.1072
H -0.6948 -0.1207 1.3934  0.1029
H -0.2851 -2.9988 0.3968  0.1069
H 2.0537 -2.5820 0.7641  0.0549
H 1.6993 -0.9319 1.4685  0.0515

No. 3
Density functional theory data (ωB97M-V/def2-TZVPD) for a cluster of 2 separate species, C5H13N2 in total at a distorted geometry.

Results
LUMO energy	-4.05	eV
net charge	+1
HOMO energy	-12.5	eV
DFT total energy	-8367.0059	eV

Each line ends with the Löwdin charge.
Cartesian coordinates (Å):
C 0.4300 -0.5197 -2.2169  -0.0259
C 0.5754 0.5222 -0.3658  -0.0580
C 0.9967 -0.4646 1.9542  -0.0005
C -2.0676 1.1741 0.4828  -0.0113
C 0.1292 0.2708 0.9728  -0.3544
N 1.0049 -1.7541 -2.0265  0.0629
N -1.0415 0.6225 1.4053  0.0530
H 0.9163 0.3093 -2.7441  0.1171
H -0.5914 -0.3817 -2.2355  0.0571
H 0.2462 1.4078 -1.0004  0.0954
H 1.7643 0.4168 -0.5193  0.1379
H 0.4994 -1.1543 2.6663  0.1076
H 1.4845 -1.1750 1.4275  0.0370
H 1.6191 0.3530 2.4477  0.1397
H -2.2525 0.5434 -0.3769  0.0929
H -2.9045 1.2177 1.0096  0.0412
H -1.8772 2.1623 0.0386  0.1109
H 1.8846 -2.0651 -2.3865  0.1044
H -1.3731 0.4503 2.3360  0.1592
H 0.5411 -2.5991 -1.6492  0.1338

No. 4
Density functional theory data (ωB97M-V/def2-TZVPD) for the ion C5H13N2 with charge +1 at a distorted geometry.

Results
LUMO energy	-3.32	eV
structure (SMILES)	C=C(N)C[C@@H](C)[NH3+]
net charge	+1
HOMO energy	-12.4	eV
DFT total energy	-8369.5064	eV

Each line ends with the Löwdin charge.
Cartesian coordinates (Å):
C -1.7670 -0.7171 -1.4665  0.0455
C -0.5696 -0.1309 -1.3946  -0.4391
N 0.4638 -0.5521 -2.2580  0.0937
C -0.1379 0.8365 -0.3458  -0.1284
C 0.7213 0.2089 0.7383  -0.3258
C 1.0550 1.1416 1.8820  -0.0289
N -0.0406 -1.0242 1.2615  0.2328
H -2.5600 -0.4393 -0.7760  0.0647
H -2.0995 -1.4697 -2.1678  0.0707
H 1.0264 0.1769 -2.6817  0.1018
H 0.1389 -1.1548 -2.9945  0.0926
H 0.4482 1.6427 -0.7971  0.1409
H -1.0115 1.3359 0.0830  0.1354
H 1.6165 -0.1998 0.2763  0.1520
H 0.1814 1.6942 2.2440  0.0979
H 1.4973 0.5921 2.7060  0.0905
H 1.6386 1.9627 1.4667  0.1049
H 0.4712 -1.4223 2.0420  0.1628
H -0.1385 -1.7405 0.5308  0.1661
H -0.9340 -0.7408 1.6515  0.1698

No. 5
Density functional theory data (ωB97M-V/def2-TZVPD) for a cluster of 2 separate species, C5H13N2 in total at a distorted geometry.

Results
spin multiplicity	3
LUMO energy (alpha / beta)	-3.46 / -5.06	eV
net charge	+1
HOMO energy (alpha / beta)	-10.7 / -12.5	eV
DFT total energy	-8363.3243	eV

Each line ends with the Löwdin charge.
Cartesian coordinates (Å):
C 1.9236 -0.0795 0.1392  -0.2051
C 0.9446 0.7790 0.0707  -0.1258
C 1.9539 -1.5620 0.1267  -0.1023
C 0.7067 2.1878 -0.0828  -0.1216
C -1.3611 -0.4255 -0.5444  -0.1465
N -1.5930 -1.6676 -0.0108  0.0547
N -2.3105 0.5676 0.3188  0.1870
H 2.8632 0.3341 -0.0433  0.0912
H 2.7991 -1.9846 -0.6190  0.1358
H 2.3045 -1.8939 1.1419  0.0958
H 1.0413 -1.9638 -0.2099  0.0077
H 0.1505 2.3113 -1.0184  0.0779
H 1.7872 2.7057 -0.0483  0.1525
H 0.1845 2.7585 0.6052  0.0350
H -1.4613 -0.2308 -1.6525  0.1451
H -1.3170 -1.7706 0.9582  0.1095
H -1.1936 -2.4070 -0.6757  0.1522
H -2.5463 1.3272 -0.2586  0.1155
H -1.7033 0.9743 1.0061  0.1145
H -3.1730 0.0399 0.7969  0.2268

No. 6
Density functional theory data (ωB97M-V/def2-TZVPD) for a structure of composition C5H13N2O at a distorted geometry.

Results
LUMO energy	3.68	eV
net charge	-1
HOMO energy	-2.4	eV
DFT total energy	-10418.5592	eV

Each line ends with the Löwdin charge.
Cartesian coordinates (Å):
C -0.4208 0.2561 1.1891  -0.2125
N 0.2774 1.4420 0.6199  -0.0022
C 1.6915 1.3513 0.3952  -0.3848
N 2.5502 0.3612 0.3459  0.0454
C -0.6151 -0.8831 0.1350  -0.2149
C -1.6521 -0.4966 -0.9131  -0.2288
C -3.1611 -0.3912 -0.4962  -0.5708
O -3.5616 -1.1085 0.5594  -0.3544
H 0.1760 -0.1318 2.0363  0.1066
H -1.3685 0.6096 1.6109  0.1094
H 0.6824 1.0652 -0.4018  0.1339
H 5.7920 0.0209 -0.5566  -0.0042
H 2.0801 2.3604 0.5566  0.0980
H 5.6407 -0.6984 -0.5257  -0.0044
H 2.3090 -0.3921 -0.2857  0.0165
H -0.8735 -1.7265 0.7713  0.1008
H 0.3947 -1.0158 -0.2437  0.0649
H -1.3580 0.4790 -1.3429  0.0859
H -1.5690 -1.2669 -1.6765  0.0794
H -3.6738 -0.5332 -1.5003  0.0708
H -3.3405 0.6984 -0.2770  0.0653

No. 7
Density functional theory data (ωB97M-V/def2-TZVPD) for the ion C5H13N2O with charge -1 at a distorted geometry.

Results
LUMO energy	3.74	eV
structure (SMILES)	NCCC[C@@H](N)C[O-]
net charge	-1
HOMO energy	-2.4	eV
DFT total energy	-10422.6966	eV

Each line ends with the Löwdin charge.
Cartesian coordinates (Å):
N 1.7748 2.2252 0.7792  -0.0218
C 0.9271 1.2003 1.4586  -0.2865
C -0.4899 1.2081 0.8576  -0.2400
C -0.5548 0.5045 -0.5107  -0.1963
C -0.3472 -1.0218 -0.3510  -0.3971
N -1.6561 -1.5000 0.1693  -0.0066
C 0.0362 -1.8089 -1.6308  -0.5256
O -0.8968 -2.6435 -2.0979  -0.3568
H 1.9336 1.8680 -0.1648  0.0508
H 2.6727 2.3827 1.2071  0.0359
H 0.9101 1.4572 2.5114  0.0936
H 1.2456 0.1811 1.2528  0.0798
H -1.1261 0.5944 1.5835  0.1136
H -0.9222 2.2083 0.8085  0.0891
H -1.5567 0.8480 -0.8928  0.1187
H 0.2016 0.8988 -1.2201  0.0902
H 0.3734 -1.2444 0.4358  0.1009
H -2.2379 -1.5137 -0.6831  0.0571
H -1.6351 -2.5057 0.3273  0.0517
H 0.3450 -0.9888 -2.4050  0.0806
H 1.0028 -2.3498 -1.4349  0.0686

No. 8
Density functional theory data (ωB97M-V/def2-TZVPD) for a cluster of 2 separate species, C5H13N2O in total at a distorted geometry.

Results
spin multiplicity	2
LUMO energy (alpha / beta)	-2.06 / -0.56	eV
net charge	0
HOMO energy (alpha / beta)	-8.5 / -9.7	eV
DFT total energy	-10416.1695	eV

Each line ends with the Löwdin charge.
Cartesian coordinates (Å):
O 1.9881 2.1292 -0.3551  -0.1339
C -1.7180 -0.9340 0.3581  -0.0682
C -2.5243 0.3031 0.3328  -0.2789
C -0.2554 -0.7734 0.8201  -0.1777
C 0.6969 -0.8781 -0.3938  -0.2476
C 2.8707 -0.1689 0.2288  -0.1542
N 2.1072 -1.2751 -0.1640  0.0442
N -2.3713 0.9411 -1.0666  0.0014
H -2.1738 -1.8515 0.6847  0.0891
H -2.2323 1.0448 1.0704  0.0958
H -0.1114 0.1435 1.3722  0.1019
H 0.0049 -1.5796 1.5040  0.1042
H 0.3462 -1.7058 -1.0117  0.1058
H 0.6770 0.0697 -0.9065  0.0909
H 2.8119 0.1137 1.2910  0.1132
H 3.9184 -0.4026 0.0607  0.0770
H 2.5085 0.7893 -0.3732  0.0413
H 2.1643 2.8826 -0.9412  0.0160
H -3.5961 0.1654 0.4606  0.0963
H -3.2577 0.8644 -1.5513  0.0461
H -1.8538 0.1222 -1.4199  0.0372

No. 9
Density functional theory data (ωB97M-V/def2-TZVPD) for the ion C5H13N2O with charge +1 at a distorted geometry.

Results
LUMO energy	-8.14	eV
net charge	+1
HOMO energy	-12.7	eV
DFT total energy	-10411.5609	eV

Each line ends with the Löwdin charge.
Cartesian coordinates (Å):
C 2.1531 -0.2561 -0.8802  -0.2776
O 3.1839 0.6024 -0.6068  -0.0292
C 0.9656 0.2120 -0.0381  -0.3123
C -0.2511 -0.7590 -0.2903  -0.0489
C -1.6031 -0.1088 0.2766  -0.4215
C -2.7454 -0.9242 0.3242  0.3776
N -1.7224 1.1727 -0.5198  0.0728
N 1.4350 0.3417 1.4272  0.0745
H 2.3171 -1.3298 -0.5448  0.1462
H 1.8615 -0.3277 -1.9084  0.1150
H 4.0965 0.3897 -0.8799  0.1297
H 0.7060 1.1916 -0.4061  0.1196
H -0.5168 -0.9725 -1.3005  0.1174
H -0.1459 -1.7359 0.2126  0.1309
H -3.1819 -1.1190 1.2609  0.1199
H -3.2648 -1.0865 -0.5883  0.1245
H -2.7911 1.0375 -0.6715  0.1096
H -1.3382 0.3573 1.3394  0.1795
H -1.7823 2.0319 0.0893  0.1267
H 1.9252 1.2124 1.6217  0.0857
H 0.6991 0.0705 2.0827  0.0600

No. 10
Density functional theory data (ωB97M-V/def2-TZVPD) for the ion C5H13N2O with charge +1 at a distorted geometry.

Results
LUMO energy	-3.53	eV
structure (SMILES)	CC(C)NC(=O)C[NH3+]
net charge	+1
HOMO energy	-14.0	eV
DFT total energy	-10416.9879	eV

Each line ends with the Löwdin charge.
Cartesian coordinates (Å):
C -0.3089 0.2492 1.9701  -0.0592
C -1.0103 0.7175 0.6885  -0.3641
C -2.5124 0.8697 0.9170  -0.0507
N -0.8032 -0.3199 -0.3432  0.1113
C 0.2031 -0.6988 -1.1355  -0.4442
O 0.1175 -1.3938 -2.1383  0.0584
C 1.6500 -0.1392 -0.8738  -0.0433
N 2.5509 -0.9088 -1.7442  0.1898
H -0.8954 0.2676 2.8798  0.0772
H 0.5901 0.8310 2.1956  0.0770
H 0.0431 -0.7874 1.9075  0.0839
H -0.6195 1.7220 0.4521  0.1434
H -2.9334 1.9059 0.9688  0.1019
H -2.8378 0.4633 1.8723  0.0752
H -3.2024 0.3802 0.1932  0.0904
H -1.6663 -0.5843 -0.8123  0.1513
H 1.6304 0.9162 -1.1675  0.1502
H 1.8623 -0.2607 0.1946  0.1315
H 2.9739 -1.7043 -1.2706  0.1831
H 1.9425 -1.2178 -2.5362  0.1585
H 3.2258 -0.3076 -2.2180  0.1784

No. 11
Density functional theory data (ωB97M-V/def2-TZVPD) for the ion C5H13N2O with charge +1 at a distorted geometry.

Results
LUMO energy	-2.89	eV
structure (SMILES)	C[NH2+]CC[C@@H](N)C=O
net charge	+1
HOMO energy	-13.7	eV
DFT total energy	-10416.1840	eV

Each line ends with the Löwdin charge.
Cartesian coordinates (Å):
C -0.6625 0.8917 2.0999  -0.0243
N -1.0239 1.1020 0.6803  -0.0675
C -1.5000 -0.1193 -0.0154  -0.1355
C -0.3340 -1.0652 -0.3901  -0.1192
C 0.7683 -0.3960 -1.2763  -0.2725
N 1.1660 0.8078 -0.4968  0.0918
C 1.7702 -1.5215 -1.5661  -0.2151
O 2.9242 -1.5336 -1.2543  0.1088
H -0.9298 1.7592 2.6889  0.0965
H 0.4095 0.6735 2.1749  0.0983
H -1.3219 0.1479 2.6015  0.1178
H -1.7167 1.8429 0.5819  0.1735
H -0.0093 1.2103 0.1851  0.0689
H -2.3825 -0.5506 0.4327  0.1329
H -1.7585 0.2671 -1.0147  0.1337
H 0.2031 -1.1268 0.5772  0.1208
H -0.6864 -2.0567 -0.6103  0.1281
H 0.3006 -0.1243 -2.2411  0.1613
H 1.8904 0.4944 0.1461  0.1273
H 1.5081 1.5814 -1.0568  0.1374
H 1.3851 -2.2843 -2.2465  0.1371

No. 12
Density functional theory data (ωB97M-V/def2-TZVPD) for the ion C5H13N2O with charge +1 at a distorted geometry.

Results
LUMO energy	-3.36	eV
structure (SMILES)	[NH3+]CCNCCC=O
net charge	+1
HOMO energy	-12.9	eV
DFT total energy	-10416.4286	eV

Each line ends with the Löwdin charge.
Cartesian coordinates (Å):
N -1.6398 -2.1079 -1.2880  0.1882
C -1.5791 -1.8893 0.1745  -0.1448
C -1.4970 -0.3903 0.4183  -0.2302
N -0.3591 0.1263 -0.3169  -0.0704
C -0.1315 1.5864 -0.0561  -0.1911
C 1.3297 1.9539 -0.1691  -0.1444
C 2.3081 1.1929 0.7045  -0.2152
O 2.1426 0.0409 1.0208  0.0465
H -2.4345 -1.5767 -1.6540  0.1721
H -1.7823 -3.0853 -1.5490  0.1791
H -0.8182 -1.6525 -1.7110  0.1642
H -0.7544 -2.4339 0.6161  0.1373
H -2.4906 -2.2281 0.6765  0.1400
H -2.3583 0.0388 -0.1184  0.1267
H -1.7194 -0.1499 1.4631  0.1368
H 0.5024 -0.2876 0.0425  0.0762
H -0.5697 1.8490 0.9088  0.1220
H -0.6705 2.1415 -0.8286  0.1200
H 1.4913 3.0159 0.0154  0.1198
H 1.6880 1.8896 -1.2078  0.1350
H 3.1600 1.8116 1.0452  0.1323